Model i:
C4H12NO2 | ωB97M-V/def2-TZVPD

Element x y z (Å)
C (0.614, 2.374, -0.042)
N (1.012, 0.986, 0.337)
C (-1.155, 0.318, 1.329)
C (-0.016, -0.125, 0.406)
C (-0.380, -0.568, -1.066)
O (0.694, -1.307, -1.589)
H (-0.326, 2.740, 0.414)
H (0.405, 2.439, -1.109)
H (1.429, 2.989, 0.228)
H (1.555, 0.502, -0.361)
H (-1.978, 0.892, 0.842)
H (-1.629, -0.557, 1.822)
H (-0.817, 0.916, 2.215)
H (0.429, -0.955, 0.966)
H (-1.305, -1.131, -0.953)
H (-0.681, 0.351, -1.570)
H (0.534, -2.567, -0.928)
H (1.245, -3.803, -0.324)
O (0.369, -3.495, -0.618)

The gap between HOMO and LUMO comes out at 7.3 eV. The total charge is -1.

=====

Model ii:
C4H12NO2 | ωB97M-V/def2-TZVPD

Element x y z (Å)
C (1.814, 0.062, 0.829)
N (0.802, 0.305, -0.194)
C (1.031, 1.666, -0.835)
O (2.207, 1.812, -1.404)
H (2.820, 0.259, 0.449)
H (1.764, -0.968, 1.199)
H (1.635, 0.750, 1.650)
H (0.943, -0.376, -0.931)
H (0.809, 2.355, 0.031)
H (0.142, 1.772, -1.513)
C (-1.753, -1.392, 0.953)
O (-1.709, -0.004, 0.853)
C (-2.211, -2.053, -0.340)
H (-0.781, -1.795, 1.242)
H (-2.452, -1.668, 1.754)
H (-0.798, 0.227, 0.496)
H (-1.453, -1.999, -1.126)
H (-2.468, -3.111, -0.220)
H (-3.101, -1.537, -0.703)

The gap between HOMO and LUMO comes out at 6.5 eV. The total charge is -1.

=====

Model iii:
C4H12NO2 | ωB97M-V/def2-TZVPD

Element x y z (Å)
C (-1.556, -2.024, -0.021)
O (-1.057, -1.590, 1.154)
C (-0.726, -1.663, -1.295)
C (-0.280, -0.175, -1.437)
C (0.797, 0.473, -0.516)
N (1.244, -0.159, 0.724)
H (-1.678, -3.149, -0.061)
H (-2.594, -1.623, -0.282)
H (0.132, -2.331, -1.371)
H (-1.323, -1.812, -2.202)
H (-0.144, 0.028, -2.487)
H (-1.201, 0.326, -1.084)
H (0.480, 1.487, -0.330)
H (1.747, 0.465, -1.055)
H (1.271, -1.170, 0.610)
H (0.525, -0.123, 1.454)
H (1.113, 5.063, 2.676)
H (1.848, 3.729, 2.426)
O (1.402, 4.246, 3.095)

The gap between HOMO and LUMO comes out at 5.7 eV. The total charge is -1.

=====

model ii is favored, and the nearest alternative lies 0.204 eV above it.

=====

Model i:
C4H12NO2 | ωB97M-V/def2-TZVPD

Element x y z (Å)
C (0.707, 1.031, 1.428)
C (0.496, 0.105, 0.241)
C (-0.379, -1.077, 0.608)
C (-1.962, -0.606, 0.705)
O (-2.215, 0.623, 0.267)
N (1.774, -0.217, -0.435)
H (-0.254, 1.314, 1.805)
H (1.262, 1.915, 1.101)
H (1.376, 0.565, 2.150)
H (-0.122, 0.651, -0.476)
H (-0.173, -1.533, 1.591)
H (-0.282, -1.881, -0.130)
H (-2.207, -0.769, 1.782)
H (-2.466, -1.393, 0.098)
H (1.525, -0.674, -1.298)
H (2.371, -0.852, 0.076)
H (-0.404, 0.861, -3.690)
H (0.445, 0.996, -2.432)
O (0.507, 0.941, -3.394)

The gap between HOMO and LUMO comes out at 6.6 eV. The total charge is -1.

=====

Model ii:
C4H12NO2 | ωB97M-V/def2-TZVPD

Element x y z (Å)
C (1.462, 0.169, 1.393)
C (0.296, -0.372, 0.534)
C (-0.397, 0.716, -0.288)
C (0.363, 1.512, -1.441)
O (1.248, 2.366, -0.926)
N (-0.750, -0.996, 1.381)
H (2.145, 0.734, 0.772)
H (2.111, -0.656, 1.735)
H (1.000, 0.753, 2.191)
H (0.643, -1.065, -0.241)
H (-0.823, 1.477, 0.385)
H (-1.129, 0.135, -0.885)
H (-0.435, 1.899, -2.118)
H (0.821, 0.643, -2.034)
H (-1.052, -0.337, 2.077)
H (-0.418, -1.862, 1.783)
H (-2.218, -2.572, -1.406)
H (-1.596, -1.887, -0.167)
O (-1.702, -2.742, -0.604)

The gap between HOMO and LUMO comes out at 6.2 eV. The total charge is -1.

=====

model i is favored, and the nearest alternative lies 0.062 eV above it.

=====

Model i:
C4H12NO2 | ωB97M-V/def2-TZVPD

Element x y z (Å)
C (0.348, 1.008, 1.597)
O (-0.507, 2.040, 1.320)
C (0.330, -0.077, 0.470)
C (1.687, -0.635, 0.160)
C (1.867, -1.605, -1.007)
N (-0.410, 0.398, -0.691)
H (0.046, 0.521, 2.553)
H (1.409, 1.362, 1.722)
H (-0.281, -0.907, 0.876)
H (2.211, -0.889, 1.097)
H (2.327, 0.264, 0.005)
H (0.985, -2.251, -1.057)
H (1.970, -1.018, -1.916)
H (2.646, -2.342, -0.818)
H (0.224, 0.666, -1.447)
H (-0.847, 1.263, -0.326)
H (-3.521, -0.146, -1.291)
H (-2.132, -0.699, -1.045)
O (-2.983, -0.919, -1.474)

The gap between HOMO and LUMO comes out at 6.6 eV. The total charge is -1.

=====

Model ii:
C4H12NO2 | ωB97M-V/def2-TZVPD

Element x y z (Å)
C (-0.924, -0.459, -1.311)
C (-1.524, -1.326, -0.203)
N (-1.195, -0.862, 1.145)
C (0.132, -0.324, 1.480)
C (0.100, 1.275, 1.407)
O (-1.115, 1.809, 1.517)
H (-1.481, -0.743, -2.216)
H (0.115, -0.745, -1.521)
H (-0.988, 0.591, -1.031)
H (-2.614, -1.308, -0.255)
H (-1.118, -2.329, -0.179)
H (-1.751, -0.080, 1.517)
H (0.972, -0.808, 0.951)
H (0.305, -0.544, 2.541)
H (0.912, 1.566, 2.129)
H (0.557, 1.493, 0.393)
H (3.288, 1.200, -2.838)
H (2.743, 0.766, -1.522)
O (3.587, 0.829, -2.004)

The gap between HOMO and LUMO comes out at 6.1 eV. The total charge is -1.

=====

Model iii:
C4H12NO2 | ωB97M-V/def2-TZVPD

Element x y z (Å)
C (0.528, 0.590, 0.165)
N (-0.199, -0.277, -0.742)
C (-1.661, -0.291, -0.446)
O (-2.007, -0.760, 0.765)
C (1.133, 1.801, -0.550)
C (2.285, 1.403, -1.446)
H (1.343, 0.062, 0.672)
H (-0.133, 0.881, 0.976)
H (0.138, -1.226, -0.654)
H (-2.097, -0.846, -1.319)
H (-1.970, 0.776, -0.601)
H (0.356, 2.286, -1.153)
H (1.465, 2.534, 0.204)
H (2.976, 0.769, -0.897)
H (2.766, 2.277, -1.885)
H (1.881, 0.824, -2.281)
H (-0.925, -1.774, 1.374)
H (-0.603, -2.178, 2.817)
O (-0.199, -2.205, 1.940)

The gap between HOMO and LUMO comes out at 7.2 eV. The total charge is -1.

=====

model iii is favored, and the nearest alternative lies 0.624 eV above it.